[1]
Here is the ion CHN5O with charge -2 in a non-equilibrium geometry from OMol25. Energies are from wB97M-V/def2-TZVPD.

Each line ends with the Mulliken charge.
Positions of all 8 atoms, in Å:
C (1.11679, 0.50815, -0.05626)  0.5459
N (1.57932, -0.70666, 0.03524)  -0.3659
N (2.22316, 1.36701, -0.07735)  -0.4459
N (2.91507, -0.68947, 0.08268)  -0.5078
N (3.29359, 0.54906, 0.02947)  -0.3965
N (-0.28596, 0.67009, -0.30332)  -0.2232
O (-1.09301, 1.66763, 0.20598)  -0.8592
H (-0.71063, -0.31208, -0.24260)  0.2526

Summary:
Orbital gap, eV: 5.66
Lowest unoccupied orbital energy, eV: 8.3
Molecular weight, u: 99.1
Relative energy (zero: lowest compared OMol25 entry of this formula, charge and spin), kcal/mol: 9.1
Net charge: -2
Largest force on an atom, eV/Å: 3.0



[2]
Here is an isolated molecule of C4H6O2 from OMol25. Energies are from wB97M-V/def2-TZVPD.

Each line ends with the Mulliken charge.
Positions of all 12 atoms, in Å:
O (0.06859, -1.97307, 1.92021)  -0.4721
C (0.11139, -1.49828, 0.81120)  -0.1526
C (0.55402, -0.08709, 0.54978)  -0.0620
C (-0.45546, 1.03623, 0.39090)  -0.6605
C (0.31027, 0.53380, -0.79148)  -0.0261
O (-0.36158, -0.28282, -1.70391)  -0.5072
H (-0.13042, -2.10707, -0.08322)  0.3543
H (1.47529, 0.17010, 1.07056)  0.3859
H (-0.18026, 1.99365, 0.82417)  0.2418
H (-1.51423, 0.78849, 0.44242)  0.2731
H (1.09520, 1.15679, -1.22267)  0.3220
H (-0.97279, 0.26925, -2.20796)  0.3033

Summary:
Orbital gap, eV: 10.36
Lowest unoccupied orbital energy, eV: 0.7
SMILES: O=C[C@@H]1C[C@@H]1O
Molecular weight, u: 86.1
Relative energy (zero: lowest compared OMol25 entry of this formula, charge and spin), kcal/mol: 41.9
Net charge: 0
Largest force on an atom, eV/Å: 0.3



[3]
Here is a cluster of 2 separate species, C6H14N2O2 in total in a non-equilibrium geometry from OMol25. Energies are from wB97M-V/def2-TZVPD.

Each line ends with the Mulliken charge.
Positions of all 24 atoms, in Å:
C (1.79642, 1.52428, -1.60803)  -0.7012
N (2.61054, 0.63523, -0.81793)  -0.1944
C (2.19230, 0.17753, 0.39074)  0.7354
C (3.25406, -0.43361, 1.27480)  -1.2715
O (1.06314, 0.36426, 0.80792)  -0.5776
H (0.81192, 1.58170, -1.15622)  0.1428
H (2.24558, 2.52318, -1.62658)  0.3100
H (1.68213, 1.26364, -2.66272)  0.2800
H (3.61225, 0.69259, -0.95184)  0.2547
H (2.88732, -0.90842, 2.17714)  0.3130
H (3.76818, -1.25282, 0.75942)  0.3597
H (3.95728, 0.35647, 1.53820)  0.3244
C (-2.23595, -0.36093, 1.94840)  -0.9881
N (-1.94974, 0.19267, 0.61328)  -0.2493
C (-2.35005, -0.61220, -0.39935)  0.5917
C (-1.74004, -0.32007, -1.79924)  -0.7288
O (-3.11929, -1.55237, -0.30838)  -0.6224
H (-1.50989, -1.09389, 2.30591)  0.3053
H (-2.14200, 0.44522, 2.68273)  0.3416
H (-3.23305, -0.77597, 2.00773)  0.3355
H (-1.11139, 0.75684, 0.68839)  0.3828
H (-2.54064, -0.25928, -2.52420)  0.3410
H (-1.01694, 0.49202, -1.73275)  0.0674
H (-1.17607, -1.23254, -2.00258)  0.2481

Summary:
Orbital gap, eV: 9.66
Lowest unoccupied orbital energy, eV: 0.6
SMILES: CNC(C)=O.CNC(C)=O
Molecular weight, u: 146.2
Relative energy (zero: lowest compared OMol25 entry of this formula, charge and spin), kcal/mol: 19.2
Net charge: 0
Largest force on an atom, eV/Å: 2.5



[4]
Here is a structure of composition C25H47AlClINO3Si2 in a non-equilibrium geometry from OMol25. Energies are from wB97M-V/def2-TZVPD.

Each line ends with the Mulliken charge.
Positions of all 81 atoms, in Å:
O (-0.50473, 0.39363, -1.54824)  0.6454
O (0.85920, -1.81467, -2.69220)  0.2732
C (-1.91240, 0.17356, -1.79657)  -0.0261
C (-2.69455, 1.45972, -1.85974)  -1.3715
H (-2.29403, -0.45988, -0.97634)  0.1426
H (-1.95442, -0.41641, -2.72395)  0.1517
H (-2.51862, 2.08786, -0.98178)  0.1790
H (-3.76033, 1.23294, -1.91557)  0.4678
H (-2.44225, 2.02992, -2.75599)  0.3177
C (0.10730, 1.45457, -2.31084)  -0.5052
C (0.10349, 1.20211, -3.79770)  -1.3363
H (1.11978, 1.58507, -1.91312)  0.2657
H (-0.42678, 2.38680, -2.07552)  0.4615
H (0.55959, 0.23315, -4.01341)  -0.1295
H (0.68629, 1.99031, -4.29252)  0.4976
H (-0.91693, 1.23136, -4.19769)  0.2950
C (2.26179, -2.17199, -2.67389)  -0.4736
C (0.10838, -2.53067, -3.68869)  -0.3692
C (3.10950, -1.01423, -3.13555)  -1.3137
H (2.43752, -3.04469, -3.33235)  0.5481
H (2.49300, -2.47201, -1.63826)  0.2578
H (2.90597, -0.78533, -4.18909)  0.3002
H (4.16195, -1.29600, -3.05351)  0.4705
H (2.92658, -0.12280, -2.53268)  0.1383
C (0.64387, -2.35549, -5.09663)  -1.2781
H (-0.92105, -2.14752, -3.59669)  0.1525
H (0.10752, -3.60572, -3.41486)  0.2966
H (0.70744, -1.30346, -5.38485)  0.2771
H (-0.04857, -2.84589, -5.78148)  0.4625
H (1.61866, -2.82566, -5.20984)  0.3378
H (0.29453, -1.14269, -1.06315)  -0.4768
Al (-0.17185, 0.55074, 1.03459)  -1.3110
C (0.40829, -1.52976, 0.03208)  2.7211
Si (-0.08418, -3.36855, 0.12906)  0.4451
H (1.43058, -1.36643, 0.40908)  -0.0514
H (-0.41927, -1.20800, 0.72817)  -1.7872
C (-1.66994, -3.67338, -0.80849)  -1.1187
C (-0.45934, -3.84882, 1.89931)  -1.1624
C (1.17875, -4.63934, -0.41148)  -1.1300
C (-1.15868, -0.24688, 2.52338)  -0.9276
Si (-1.87487, 0.85182, 3.86217)  0.4529
H (-0.56488, -1.04245, 3.01872)  0.3907
H (-2.03798, -0.77965, 2.11043)  0.3787
C (-2.36527, -0.34454, 5.23398)  -1.2154
C (-3.43855, 1.72883, 3.30397)  -0.7174
C (-0.61136, 2.10484, 4.47461)  -1.0377
H (0.75592, -5.62677, -0.16903)  0.4137
H (2.11587, -4.52856, 0.14463)  0.3518
H (1.40271, -4.62647, -1.48029)  0.2803
H (-2.52182, -3.17674, -0.33432)  0.3421
H (-1.86859, -4.75141, -0.77922)  0.4432
H (-1.64408, -3.37646, -1.85659)  0.2937
H (-1.13389, -3.15967, 2.41842)  0.2905
H (0.45862, -3.93704, 2.49019)  0.3367
H (-0.94068, -4.83751, 1.88312)  0.3479
H (-4.02746, 1.08753, 2.63225)  0.2741
H (-3.22431, 2.66677, 2.77442)  -0.0680
H (-4.05515, 1.96088, 4.18817)  0.3881
H (-0.83096, 3.11816, 4.11706)  0.2344
H (0.40370, 1.84078, 4.15196)  0.1943
H (-0.63036, 2.11013, 5.57403)  0.5168
H (-2.80311, 0.18829, 6.08774)  0.3463
H (-1.49025, -0.91150, 5.57904)  0.3107
H (-3.10650, -1.06481, 4.85856)  0.3103
Cl (2.93645, 6.36714, 2.10067)  -0.2382
C (1.77646, 5.13621, 1.78014)  0.5789
C (0.41679, 5.47204, 1.77485)  -0.5598
C (-0.56216, 4.50526, 1.44914)  -0.3595
I (-2.56926, 5.14280, 1.36563)  0.0625
C (-0.15912, 3.17860, 1.19806)  0.5246
O (-0.98136, 2.19405, 0.87084)  0.3240
C (1.21075, 2.83074, 1.32976)  0.6364
N (1.47361, 1.48918, 1.10889)  1.2889
C (2.77122, 1.08303, 1.06394)  -0.0560
C (3.80428, 2.00667, 1.20534)  -1.1146
C (3.55558, 3.34266, 1.45859)  -0.7234
C (2.22498, 3.79703, 1.53847)  -0.5195
H (0.12184, 6.48133, 2.00660)  0.4658
H (2.94975, 0.02367, 0.88871)  0.5596
H (4.82363, 1.62733, 1.11388)  0.4393
H (4.36773, 4.05234, 1.56946)  0.4960

Summary:
Orbital gap, eV: 6.82
Lowest unoccupied orbital energy, eV: -4.0
Molecular weight, u: 655.2
Relative energy (zero: lowest compared OMol25 entry of this formula, charge and spin), kcal/mol: 41.0
Net charge: +1
Largest force on an atom, eV/Å: 2.6



[5]
Here is a structure of composition C16H14BF5N6OZn in a non-equilibrium geometry from OMol25. Energies are from wB97M-V/def2-TZVPD.

Each line ends with the Mulliken charge.
Positions of all 44 atoms, in Å:
H (1.20171, -2.22914, 1.17003)  0.3734
N (-0.06137, -1.52833, -0.36721)  0.2715
B (-1.81644, -1.19405, -2.11890)  0.3086
N (-1.06431, -2.10773, -1.10729)  -0.2478
C (-1.16410, -3.40464, -0.78032)  -0.0250
Zn (1.06175, 0.68547, -0.81451)  -0.7220
H (-1.88213, -4.04368, -1.30698)  0.4343
C (-0.24818, -3.65907, 0.22726)  -1.1364
H (-0.05207, -4.59966, 0.71789)  0.3990
C (0.40714, -2.45635, 0.48526)  -0.1481
H (-2.60701, -1.81435, -2.76483)  -0.1437
C (0.89601, 2.59512, -0.55748)  -1.3596
H (1.51254, 2.87256, 0.32973)  0.2497
H (-0.06872, 2.96503, -0.18380)  0.2318
H (1.03773, 3.25523, -1.41727)  0.4650
N (-0.69810, -0.44000, -2.97792)  -0.0926
N (-2.50459, -0.12192, -1.24981)  -0.1136
N (0.39141, 0.30138, -2.41742)  1.0582
N (-1.67679, 0.64961, -0.46717)  0.1977
C (-0.55684, -0.56349, -4.33159)  -0.0965
C (-3.79449, 0.16398, -0.98848)  -0.2292
H (-1.27373, -1.17349, -4.91650)  0.3981
H (-4.55953, -0.38648, -1.51257)  0.4518
C (0.59006, 0.15905, -4.69630)  -0.9568
C (-3.80106, 1.17301, -0.02270)  -1.1930
C (1.11769, 0.68679, -3.52148)  -0.0451
C (-2.43751, 1.44397, 0.25775)  -0.1315
H (0.99058, 0.22910, -5.71452)  0.3454
H (-4.64642, 1.63493, 0.42605)  0.4158
H (2.03429, 1.28801, -3.43380)  0.3847
H (-1.97964, 2.16199, 0.91553)  0.4266
H (1.55500, -0.97017, -1.07325)  0.0864
F (3.65177, 0.74337, 5.86572)  -0.2631
C (2.84678, 0.74917, 4.78618)  0.6597
C (3.28944, 0.15903, 3.60473)  -0.0765
F (4.52757, -0.36658, 3.51783)  -0.2709
C (2.44140, 0.10198, 2.51397)  0.6392
F (2.87760, -0.46892, 1.36135)  -0.2978
C (1.11424, 0.63004, 2.54578)  -0.0873
O (0.34242, 0.52713, 1.54809)  0.0325
C (0.72988, 1.27617, 3.76701)  0.2437
F (-0.48055, 1.85288, 3.83475)  -0.2525
C (1.57827, 1.31964, 4.85975)  0.0840
F (1.17832, 1.90344, 6.00747)  -0.2682

Summary:
Orbital gap (alpha / beta), eV: 6.83 / 5.10
Lowest unoccupied orbital energy (alpha / beta), eV: -1.4 / -3.2
Molecular weight, u: 477.5
Relative energy (zero: lowest compared OMol25 entry of this formula, charge and spin), kcal/mol: 80.6
Net charge: 0
Largest force on an atom, eV/Å: 8.5



[6]
Here is a structure of composition C21H34AsIrN5O3P2S4 from OMol25. Energies are from wB97M-V/def2-TZVPD.

Each line ends with the Mulliken charge.
Positions of all 71 atoms, in Å:
Ir (-1.67642, -1.11140, 0.22039)  2.5915
S (-4.59713, -5.08311, 0.51871)  -0.5229
As (-3.90855, -3.25696, 1.22572)  0.2426
S (-3.84735, -1.56411, -0.35435)  -0.3987
S (-1.61674, -3.12226, 1.28012)  -0.4987
S (-4.63694, -2.36101, 2.95129)  -0.4980
C (1.01824, -3.57455, -2.41684)  -0.8917
N (1.71564, -3.19557, -1.19474)  0.4958
C (1.57936, -4.15964, -0.09720)  -0.8991
P (2.04518, -1.65394, -0.72630)  0.1298
O (1.38200, -1.10487, 0.46100)  -0.5489
O (1.75175, -0.78213, -2.08137)  0.0344
P (0.30463, -0.16821, -2.45841)  0.2162
O (-0.80283, -1.04112, -1.99607)  -1.4465
N (0.26716, -0.06867, -4.10277)  0.3539
C (1.30119, 0.66332, -4.81288)  -1.0530
C (-0.44857, -1.06467, -4.88815)  -0.9920
N (0.42186, 1.38026, -1.95033)  0.5492
C (1.21001, 1.79594, -0.78849)  -0.4628
C (-0.76241, 2.20770, -2.19822)  -1.0052
N (3.69384, -1.58514, -0.58658)  0.1870
C (4.54049, -2.09149, -1.65239)  -1.0283
C (4.27816, -0.50480, 0.19871)  -1.0097
H (1.34603, -4.57660, -2.70418)  0.3966
H (1.27130, -2.89266, -3.22392)  0.2043
H (-0.06660, -3.58029, -2.28962)  0.2705
H (1.94995, -5.13282, -0.42746)  0.3039
H (0.54169, -4.25990, 0.22634)  0.1944
H (2.17317, -3.83420, 0.75636)  0.3356
H (1.71015, 1.43702, -4.16672)  0.2696
H (0.87259, 1.13914, -5.69805)  0.3548
H (2.11705, 0.00698, -5.13657)  0.2891
H (-1.20712, -1.53761, -4.27071)  0.2445
H (0.22392, -1.83579, -5.28055)  0.3141
H (-0.93610, -0.57648, -5.73527)  0.3403
H (2.15675, 1.26623, -0.76613)  0.0242
H (0.67792, 1.61526, 0.14715)  0.1097
H (1.40842, 2.86568, -0.88610)  0.4263
H (-1.29376, 1.84113, -3.07566)  0.3687
H (-0.44753, 3.23800, -2.38008)  0.3656
H (-1.43100, 2.17911, -1.33861)  0.1684
H (4.05953, -2.94677, -2.12304)  0.2797
H (5.49722, -2.41211, -1.23482)  0.3560
H (4.73869, -1.33047, -2.41736)  0.2623
H (3.56680, -0.18532, 0.95648)  0.2573
H (4.54896, 0.35537, -0.42576)  0.3000
H (5.18360, -0.86288, 0.69357)  0.3698
N (-1.57132, 0.76615, 0.91534)  -1.6629
C (-1.65897, 1.39552, 2.00767)  0.6418
C (-1.77468, 0.73444, 3.34349)  -0.1859
C (-1.02225, -0.40238, 3.62418)  -0.2619
C (-1.17337, -1.05890, 4.83557)  -0.7760
C (-2.07419, -0.58425, 5.77964)  -0.3617
C (-2.81525, 0.55743, 5.51115)  -0.6565
C (-2.65880, 1.21883, 4.30142)  -0.2718
C (-1.64282, 2.89261, 1.98582)  0.5548
C (-2.38452, 3.59508, 1.03854)  -0.5089
C (-2.31210, 4.97839, 0.96375)  -0.7643
C (-1.48926, 5.68249, 1.83579)  -0.3570
C (-0.75854, 4.99262, 2.79234)  -0.6905
C (-0.84512, 3.60803, 2.87550)  -0.2401
H (-0.32919, -0.77718, 2.88023)  0.5366
H (-0.60190, -1.95778, 5.02902)  0.3821
H (-2.20950, -1.11193, 6.71582)  0.3570
H (-3.53107, 0.92529, 6.23631)  0.3522
H (-3.25654, 2.09720, 4.08399)  0.4285
H (-3.03226, 3.03421, 0.37581)  0.5195
H (-2.90312, 5.51139, 0.22842)  0.3897
H (-1.42699, 6.76248, 1.77820)  0.3803
H (-0.11997, 5.53331, 3.48067)  0.3811
H (-0.28247, 3.07336, 3.63123)  0.4635

Summary:
Orbital gap (alpha / beta), eV: 5.41 / 5.84
Lowest unoccupied orbital energy (alpha / beta), eV: 2.0 / 1.7
Molecular weight, u: 861.9
2S+1: 5
Relative energy (zero: lowest compared OMol25 entry of this formula, charge and spin), kcal/mol: 2.1
Net charge: -1
Largest force on an atom, eV/Å: 0.5